1.
# C4H6N2

The molecule C4H6N2 (ωB97M-V with the def2-TZVPD basis set, the OMol25 dataset).

Last column: Löwdin charge in e.
Atoms and positions in Å:
1 C 1.7023 0.4237 0.0930  -0.132
2 C 0.3923 0.2773 -0.0192  -0.285
3 C -2.0021 1.0778 -0.3080  -0.067
4 C -0.0609 -1.2474 0.1554  -0.027
5 N -0.7244 1.2074 -0.1934  -0.001
6 N 2.8572 0.4435 0.4993  0.157
7 H -2.6968 1.9094 -0.5762  0.069
8 H -2.6163 0.2524 0.0020  0.046
9 H 0.8276 -1.8641 0.3303  0.079
10 H -0.3972 -1.2935 -0.8028  0.028
11 H -0.8882 -1.2537 0.8667  0.071
12 H 3.6066 0.0673 -0.0470  0.062

Properties
SMILES: C=NC(C)=C=N
Energy above the lowest of the compared OMol25 structures with the same formula, charge and spin in kcal/mol: 86.0
HOMO-LUMO gap in hartree: 0.3344
E_tot in Eh: -265.39853

2.
# C4H6N2

The molecule C4H6N2 (ωB97M-V with the def2-TZVPD basis set, the OMol25 dataset).

Last column: Löwdin charge in e.
Atoms and positions in Å:
1 C 0.5525 1.6683 -0.0498  -0.034
2 C 0.0942 0.2379 0.0368  -0.314
3 C -0.5884 -0.5154 -0.8866  -0.050
4 C -0.8211 -1.7612 -0.2554  -0.179
5 N -0.3293 -1.7896 0.9630  0.009
6 N 0.2060 -0.5605 1.1478  -0.007
7 H 1.0585 2.0073 0.8593  0.074
8 H 1.2344 1.8107 -0.8953  0.078
9 H -0.3012 2.3381 -0.2153  0.081
10 H -0.8757 -0.2132 -1.8833  0.098
11 H -1.2830 -2.6550 -0.6526  0.096
12 H 1.0071 -0.6140 1.7546  0.147

Properties
SMILES: Cc1ccn[nH]1
Energy above the lowest of the compared OMol25 structures with the same formula, charge and spin in kcal/mol: 16.0
HOMO-LUMO gap in hartree: 0.3718
E_tot in Eh: -265.51014

3.
# C4H6N2

The molecule C4H6N2 (ωB97M-V with the def2-TZVPD basis set, the OMol25 dataset).

Last column: Löwdin charge in e.
Atoms and positions in Å:
1 N 1.8475 -0.3935 0.1243  0.205
2 C 0.4167 -0.0424 0.0193  -0.446
3 C -0.2833 1.1378 -0.1935  -0.093
4 C -1.6262 0.6952 -0.1651  -0.146
5 C -1.5962 -0.6823 0.0586  -0.232
6 N -0.3314 -1.1410 0.1732  0.010
7 H 2.4036 -0.2535 -0.7233  0.157
8 H 2.3481 0.0148 0.9181  0.157
9 H 0.0770 2.1492 -0.3447  0.079
10 H -2.5108 1.3086 -0.2915  0.078
11 H -2.4276 -1.3724 0.1451  0.083
12 H 1.7255 -1.4060 0.2854  0.149

Properties
Energy above the lowest of the compared OMol25 structures with the same formula, charge and spin in kcal/mol: 44.5
HOMO-LUMO gap in hartree: 0.2721
E_tot in Eh: -265.46472

4.
# C4H6N2

The molecule C4H6N2 (ωB97M-V with the def2-TZVPD basis set, the OMol25 dataset).

Last column: Löwdin charge in e.
Atoms and positions in Å:
1 N 1.2540 0.4835 0.6133  -0.072
2 C 1.3995 -0.5774 0.0151  -0.037
3 C 0.2109 -1.2375 -0.6416  -0.199
4 C -1.1113 -0.5637 -0.3890  -0.277
5 C 1.2068 1.6093 1.2023  -0.018
6 N -1.8513 -0.1885 -1.3486  0.090
7 H 0.3966 -1.2654 -1.7206  0.108
8 H 0.1840 -2.2814 -0.3056  0.106
9 H -1.3636 -0.4033 0.6696  0.113
10 H 1.3483 2.5158 0.6236  0.072
11 H 1.0240 1.6513 2.2706  0.069
12 H -2.6979 0.2572 -0.9890  0.045

Properties
Energy above the lowest of the compared OMol25 structures with the same formula, charge and spin in kcal/mol: 73.3
HOMO-LUMO gap in hartree: 0.3332
E_tot in Eh: -265.41876

5.
# C4H6N2

The molecule C4H6N2 (ωB97M-V with the def2-TZVPD basis set, the OMol25 dataset).

Last column: Löwdin charge in e.
Atoms and positions in Å:
1 C -2.1241 -0.3147 -0.0988  -0.159
2 C -0.8121 0.4310 -0.2855  -0.460
3 C 0.2465 -0.2887 0.5774  -0.098
4 C 1.4721 -0.6388 0.0179  -0.124
5 N -3.1639 -0.8291 0.0182  0.134
6 N -0.6955 1.7929 0.2017  0.135
7 H -0.5255 0.2119 -1.2998  0.123
8 H -0.0457 -0.2762 1.5543  0.078
9 H 1.8105 0.2245 -0.5681  0.091
10 H 1.3269 -1.4849 -0.6993  0.107
11 H 2.3239 -1.0155 0.7395  0.129
12 H 0.1869 2.1875 -0.1575  0.045

Properties
Energy above the lowest of the compared OMol25 structures with the same formula, charge and spin in kcal/mol: 105.0
HOMO-LUMO gap (spin up / spin down) in hartree: 0.2957 / 0.3611
E_tot in Eh: -265.36821

6.
# C4H6N2

The molecule C4H6N2 (ωB97M-V with the def2-TZVPD basis set, the OMol25 dataset).

Last column: Löwdin charge in e.
Atoms and positions in Å:
1 N -0.8642 -0.5959 -1.1237  0.075
2 C -1.2372 0.4550 -0.6161  -0.220
3 C -1.6439 1.5801 -0.0812  0.007
4 C 0.9249 -0.6142 0.5988  -0.266
5 C 0.4275 -1.1607 -0.7136  -0.201
6 N 2.0809 -0.1047 0.7012  0.099
7 H -1.3573 2.5251 -0.5277  0.056
8 H -2.2477 1.5737 0.8187  0.055
9 H 0.2065 -0.6767 1.4292  0.117
10 H 1.1637 -0.9489 -1.4941  0.117
11 H 0.3053 -2.2477 -0.6502  0.112
12 H 2.2414 0.2149 1.6587  0.049

Properties
SMILES: [H]/N=C/CN=C=C
Energy above the lowest of the compared OMol25 structures with the same formula, charge and spin in kcal/mol: 51.3
HOMO-LUMO gap in hartree: 0.3717
E_tot in Eh: -265.45382